Record 1
Computed, not measured: a gas-phase ion, C7H18NOSi (charge +1) in a non-equilibrium geometry, with wB97M-V/def2-TZVPD.

Atoms and positions in Å:
1 H 2.40883 -0.39757 1.69224
2 C -3.79213 -1.00812 0.19740
3 H 0.13487 1.43901 -2.21345
4 H -2.62069 2.27225 -0.16718
5 C -0.02548 0.55211 -0.31091
6 C 0.01753 0.44350 -1.78385
7 C 0.20642 -0.82956 0.49320
8 C 1.52646 -1.43387 0.08082
9 H -0.64817 -1.44005 0.17632
10 N 1.05445 1.37363 0.27789
11 O -2.54916 -0.31261 0.12244
12 H -3.87774 -1.38589 -0.77904
13 H -4.59001 -0.35327 0.33674
14 Si -1.79370 1.04930 0.37859
15 H 0.17195 -0.60176 1.56313
16 H -3.61719 -1.76165 0.86151
17 C 2.59433 -0.52199 0.63655
18 H 0.86132 -0.10058 -2.17512
19 H 1.06274 2.44966 -0.00664
20 H -1.65073 1.12370 1.92852
21 C 2.46109 0.84337 0.04122
22 H 1.73902 -1.62085 -0.96527
23 H 3.09984 1.44617 0.58467
24 H 2.60155 0.71238 -1.01011
25 H -0.84899 0.06891 -2.41933
26 H 1.57777 -2.37995 0.60708
27 H 0.90777 1.31952 1.27328
28 H 3.58804 -0.94579 0.57932

SMILES: CO[SiH2][C@]1(C)CCCC[NH2+]1
ΔE to the lowest compared entry with this formula, charge and spin (kcal per mole): 39.56
Charge: +1
Frontier orbital gap (eV): 10.541
E_tot (eV): -18959.12730

Results of the Mulliken charge analysis, in e, for atoms 1 through 2: 0.363, -0.740

=====

Record 2
Computed, not measured: a molecular structure, C7H18P2S in a non-equilibrium geometry, with wB97M-V/def2-TZVPD.

Atoms and positions in Å:
1 H 1.26195 1.09143 -1.32559
2 H -2.73766 1.86810 -3.96731
3 H -0.92126 -1.51666 1.88472
4 C 2.30388 -0.53203 2.01243
5 C 0.10177 -1.63210 2.23105
6 H 2.64000 0.20732 2.78445
7 H -0.30132 1.63879 -0.57194
8 H -2.12814 0.30667 -4.28472
9 H 0.47937 0.53012 2.13143
10 H 2.76519 -0.26690 1.02080
11 P -2.48170 0.96953 1.22315
12 H 1.29985 -2.20384 -0.34565
13 P -1.52349 -0.59405 0.15080
14 H -2.23270 2.16063 0.59014
15 H 0.30962 -1.62582 3.30427
16 C -1.92208 1.20446 -3.71888
17 H 0.48653 -1.36691 -1.66335
18 H 1.26899 1.79360 0.20852
19 C 0.65562 1.22605 -0.41679
20 H 2.54968 -1.54916 2.31900
21 C 0.80138 -0.35941 1.65832
22 H 0.63584 -2.42406 1.71726
23 C 0.37304 -0.21168 0.13074
24 H -0.94917 1.52457 -3.80044
25 S -2.24177 0.96642 -1.90430
26 H 2.04925 -0.72517 -1.08880
27 C 1.10400 -1.21504 -0.77949
28 H -3.64666 0.73514 0.50016

ΔE to the lowest compared entry with this formula, charge and spin (kcal per mole): 21.27
Charge: 0
Frontier orbital gap (eV): 7.491
E_tot (eV): -36960.63626

Results of the Mulliken charge analysis, in e, for atoms 1 through 2: 0.320, 0.304

=====

Record 3
Computed, not measured: a molecular structure, C7H19AgN3O4 in a non-equilibrium geometry, with wB97M-V/def2-TZVPD.

Atoms and positions in Å:
1 H 2.60611 -1.04111 3.36106
2 H -3.89696 2.05823 3.30738
3 H -3.44622 1.77184 1.68328
4 H -2.93717 -1.87512 -5.77617
5 H 4.07580 -0.20446 1.03820
6 H -3.25342 3.87649 4.35810
7 H 1.03150 -0.96471 0.79249
8 O -0.94673 -1.66468 -5.14609
9 H 3.49926 1.11108 -2.27523
10 O -3.50679 -1.72416 -2.92421
11 C 3.02613 -0.01642 0.81249
12 H 4.62157 0.98771 -0.93739
13 C 1.68916 -0.93235 2.78185
14 H -1.88027 -3.25366 -5.69689
15 N 2.61217 -2.38797 0.99416
16 H 3.23663 2.06835 -0.83386
17 N -3.28751 2.28950 2.53589
18 O 2.79407 0.10535 -0.53037
19 C -2.63895 3.40445 2.46922
20 C -3.01260 -2.66707 -3.84188
21 H -2.37672 5.07927 3.46117
22 H 2.71154 0.93107 1.24997
23 H 1.22775 0.02529 3.02295
24 C -2.18000 -2.35568 -5.15661
25 N -2.85788 4.19153 3.48380
26 H -2.30810 -3.27695 -3.27635
27 O -1.88270 3.71657 1.56532
28 H 3.30181 -2.58702 1.70471
29 C 2.00844 -1.10158 1.25612
30 Ag -0.95028 1.67234 -2.62008
31 H 1.97025 -3.12671 1.24378
32 H 1.10937 -1.75597 3.19849
33 C 3.56569 1.09121 -1.18743
34 H -3.72498 -3.44454 -4.11785

ΔE to the lowest compared entry with this formula, charge and spin (kcal per mole): 136.88
Charge: -1
Frontier orbital gap (eV): 3.358
E_tot (eV): -24219.73096

Results of the Mulliken charge analysis, in e, for atoms 1 through 2: 0.336, 0.165

=====

Record 4
Computed, not measured: a molecular structure, C7H19Br2MnN4O9 in a non-equilibrium geometry, with wB97M-V/def2-TZVPD.

Atoms and positions in Å:
1 C 4.24269 -0.55715 -1.47539
2 N 0.95199 1.61491 -3.22111
3 H -3.34076 0.02771 3.12926
4 Br 5.67156 1.91662 -0.75197
5 H -1.85872 -1.53440 -1.42162
6 O -1.67034 -2.69292 2.74254
7 H -1.43713 2.93650 2.11462
8 O -1.33082 -0.96299 3.97295
9 O 0.28658 2.57111 -3.51298
10 C -0.48430 2.45201 2.30558
11 C 0.66817 -0.39228 0.42869
12 C 4.33056 0.48707 -0.38672
13 H 4.05669 -0.11984 -2.45231
14 O 2.08339 1.63413 -2.76621
15 H -3.04744 -0.86371 1.53771
16 H 0.12429 2.28974 1.42047
17 H -0.33367 0.18849 -2.42988
18 O -0.23806 4.41832 3.47058
19 H -3.28343 -2.20807 -0.42256
20 O -0.07938 -1.49281 0.87752
21 H -3.20783 -0.54939 -0.90067
22 H -4.07790 -1.45325 2.89280
23 H 1.09212 -0.53472 -3.24575
24 N -3.70884 -1.81844 -2.45308
25 N -1.96954 -1.57369 3.16886
26 H -0.16864 0.20111 -4.24970
27 H 3.37630 0.99248 -0.24238
28 H 1.36910 0.01724 1.15903
29 H -0.65386 1.47426 2.75421
30 H 4.59555 0.08742 0.58975
31 Mn -0.07040 -3.57888 1.09103
32 Br 5.95992 -1.56010 -1.68153
33 H 0.02363 0.44064 0.12934
34 O -3.08690 -1.73440 -3.48749
35 N 0.19924 3.29746 3.30728
36 C 0.33348 0.24057 -3.28593
37 O -4.88104 -2.14214 -2.38322
38 H 1.22479 -0.59755 -0.49062
39 C -2.92266 -1.55561 -1.21506
40 C -3.17121 -0.91409 2.61398
41 O 1.02721 2.76843 4.02567
42 H 3.40560 -1.21981 -1.25570

Spin multiplicity: 6
ΔE to the lowest compared entry with this formula, charge and spin (kcal per mole): 45.64
Charge: +1
Frontier orbital gap (spin up / spin down) (eV): 4.426 / 4.499
E_tot (eV): -203338.72976

Results of the Mulliken charge analysis, in e, for atoms 1 through 2: -0.420, 0.915

=====

Record 5
Computed, not measured: a molecular structure, C7H19K2O6 in a non-equilibrium geometry, with wB97M-V/def2-TZVPD.

Atoms and positions in Å:
1 O 1.32204 0.56709 2.92067
2 H 3.04907 -1.94587 -1.06162
3 H 1.39759 -2.24884 0.83569
4 H -1.14345 -2.64504 0.16915
5 H 1.93483 -0.79820 -2.87842
6 C 0.11424 0.89517 2.65159
7 H 1.45953 -2.67370 -1.38063
8 H 0.50161 -0.42558 -1.85413
9 C -0.19510 2.82045 -0.54906
10 K 3.84963 -0.58171 2.53970
11 H -2.20707 -0.75550 -0.05024
12 H -0.59932 2.35975 -1.44804
13 H -1.00936 -4.03089 -1.92360
14 C 1.57188 -0.60776 -1.86724
15 O -0.61454 0.20195 1.75610
16 H 0.07755 -0.41624 1.46866
17 H -2.64364 -3.46541 -0.15955
18 H -0.68309 -2.32658 -2.23138
19 C -1.18604 3.71610 0.16738
20 O -0.43431 1.82386 3.28330
21 O -2.68031 -1.40655 -0.58014
22 H 0.27661 2.13784 0.15864
23 H -2.14182 3.17731 0.13473
24 H 2.09100 0.29037 -1.52894
25 H -2.23990 -2.99021 -2.57154
26 C -2.00889 -2.64935 -0.50630
27 H -0.63940 3.33541 2.01069
28 O 1.49233 -1.42929 0.32835
29 C -1.42488 -3.02491 -1.84030
30 C 1.97023 -1.80018 -0.97481
31 O -0.71967 4.12270 1.44367
32 H -1.44696 4.64344 -0.34338
33 K 2.23167 2.72867 4.75522
34 H 0.67796 3.40172 -0.87420

ΔE to the lowest compared entry with this formula, charge and spin (kcal per mole): 0.00
Charge: +1
Frontier orbital gap (eV): 7.105
E_tot (eV): -52497.80917

Results of the Mulliken charge analysis, in e, for atoms 1 through 2: -0.735, 0.271

=====

Record 6
Computed, not measured: a molecular structure, C7H19K2O6 in a non-equilibrium geometry, with wB97M-V/def2-TZVPD.

Atoms and positions in Å:
1 O -2.74833 0.15073 0.69023
2 C 1.40775 -2.64637 0.29459
3 H 2.90758 3.38704 -2.20993
4 O 2.21118 2.32301 -0.51120
5 H 0.22610 -0.84468 1.70551
6 H -2.05190 -2.82103 -0.52747
7 K -1.27863 1.70965 2.65368
8 H -2.31700 -1.46775 1.78495
9 O 0.44761 -1.60646 2.24610
10 K 0.70596 4.06781 1.76427
11 H 0.20504 1.85567 -2.07462
12 H 0.46637 3.67506 -1.94182
13 C 0.34713 -2.76522 1.38178
14 C -2.07706 -1.74129 -0.38044
15 H 2.38236 -3.08273 0.51330
16 C 0.83531 2.71513 -2.30306
17 H 1.66115 -1.59716 0.14281
18 H 1.59254 1.60014 -0.38345
19 C 0.01071 1.25046 0.51976
20 O -0.55393 0.25981 1.08598
21 C -2.84863 -1.24403 0.86005
22 O 0.03301 2.39676 0.95295
23 H 0.80796 2.84798 -3.38459
24 H -0.57548 -2.70047 0.80498
25 H -2.67640 -1.45363 -1.24424
26 H 0.30143 0.04589 -0.29176
27 H 1.19330 -3.18960 -0.62574
28 O 0.68967 0.88922 -0.53599
29 H -3.85087 -1.66926 0.91291
30 H 2.80260 1.67248 -2.35684
31 H -1.87838 0.44806 0.96664
32 C 2.29257 2.53349 -1.92480
33 H 0.43482 -3.74950 1.84180
34 H -1.10554 -1.24921 -0.42633

ΔE to the lowest compared entry with this formula, charge and spin (kcal per mole): 142.58
Charge: +1
Frontier orbital gap (eV): 8.218
E_tot (eV): -52491.62649

Results of the Mulliken charge analysis, in e, for atoms 1 through 2: -0.719, -0.866

=====

Record 7
Computed, not measured: a molecular structure, C7H19N2PdSe3Te, with wB97M-V/def2-TZVPD.

Atoms and positions in Å:
1 H 0.33601 -2.23135 -0.97263
2 H 1.13449 -1.22800 2.94080
3 H -1.93880 -1.13808 0.74708
4 N 0.83356 -1.56902 0.91032
5 C -2.53689 0.74349 -0.77832
6 H 2.48010 -2.31021 -0.13735
7 Pd 0.31207 1.80847 0.10609
8 H 0.41003 -0.26339 -2.01181
9 C 0.31943 -1.46687 2.26065
10 H -0.02482 4.16817 -1.09788
11 H -0.51276 -3.07859 0.31732
12 H -3.20127 0.12558 -1.40229
13 H -1.48582 3.67625 -0.22299
14 H -2.49539 1.74479 -1.18988
15 C 2.05321 -2.35297 0.86540
16 N -1.19651 0.15552 -0.71313
17 Te 3.70767 3.77365 -0.74847
18 H 2.78962 -1.92799 1.54481
19 C -0.67904 3.32542 -0.87483
20 H -1.10067 2.98134 -1.82365
21 H 1.87609 -3.41355 1.12942
22 H -2.02491 -1.75413 -0.90031
23 Se 4.35340 0.60309 1.55875
24 C -0.14528 -2.08040 -0.00351
25 H -0.15210 -2.41031 2.59707
26 H -0.64216 1.04543 -2.53422
27 H -2.95361 0.79976 0.22706
28 Se 1.86656 3.40935 0.79981
29 C -0.62575 0.06534 -2.06510
30 Se 2.23806 1.31569 2.00337
31 C -1.37975 -1.21443 -0.18661
32 H -0.41223 -0.66083 2.33904
33 H -1.20252 -0.64124 -2.68400

ΔE to the lowest compared entry with this formula, charge and spin (kcal per mole): 2.50
Charge: -1
Frontier orbital gap (eV): 5.910
E_tot (eV): -217360.43549

Results of the Mulliken charge analysis, in e, for atoms 1 through 2: 0.552, 0.505